--- a ---
C50H43N2O3P2RuS2Si | the ωB97M-V functional and the def2-TZVPD basis

Each line ends with the Mulliken charge.
Atoms and positions in Å:
Ru1 0.62 -0.26 0.65  0.93
S1 1.23 2.96 0.72  -0.58
P1 -0.67 2.57 0.35  1.25
C1 -1.00 0.97 0.93  -0.54
P2 -2.38 -0.08 0.87  1.48
S2 -1.60 -1.91 1.12  -0.55
C2 -3.60 0.31 2.14  0.40
C3 -4.82 -0.37 2.19  -0.26
C4 -5.72 -0.10 3.21  -0.71
C5 -5.40 0.82 4.19  -0.50
C6 -4.17 1.48 4.16  -0.63
C7 -3.27 1.22 3.14  -0.50
C8 -3.25 0.04 -0.73  0.78
C9 -2.62 -0.51 -1.84  -0.55
C10 -3.17 -0.37 -3.10  -0.64
C11 -4.37 0.31 -3.26  -0.63
C12 -5.01 0.85 -2.16  -0.84
C13 -4.45 0.72 -0.90  -0.40
C14 -0.97 2.60 -1.45  0.64
C15 -0.08 1.86 -2.24  -0.37
C16 -0.21 1.83 -3.61  -0.82
C17 -1.23 2.54 -4.23  -0.58
C18 -2.11 3.29 -3.46  -0.78
C19 -1.97 3.33 -2.07  -0.03
C20 -1.80 3.79 1.07  0.06
C21 -1.29 4.87 1.79  -0.83
C22 -2.16 5.78 2.38  -0.64
C23 -3.53 5.62 2.26  -0.65
C24 -4.04 4.55 1.54  -0.95
C25 -3.18 3.63 0.95  0.11
H1 -5.07 -1.10 1.43  0.46
H2 -6.67 -0.62 3.24  0.40
H3 -6.10 1.03 4.99  0.41
H4 -3.92 2.19 4.93  0.44
H5 -2.32 1.72 3.11  0.33
H6 -1.68 -1.05 -1.71  0.26
H7 -2.66 -0.79 -3.96  0.47
H8 -4.80 0.42 -4.25  0.39
H9 -5.95 1.38 -2.28  0.43
H10 -4.97 1.14 -0.04  0.37
H11 0.75 1.33 -1.77  0.05
H12 0.49 1.26 -4.21  0.45
H13 -1.34 2.52 -5.30  0.39
H14 -2.90 3.86 -3.93  0.42
H15 -2.65 3.93 -1.49  0.44
H16 -0.22 4.97 1.88  0.40
H17 -1.75 6.61 2.94  0.41
H18 -4.20 6.33 2.72  0.41
H19 -5.11 4.42 1.45  0.46
H20 -3.59 2.80 0.40  0.53
O1 1.41 -1.77 -0.39  -0.63
Si1 2.10 -3.17 0.08  -0.38
C26 3.64 -3.47 -0.95  0.36
C27 3.55 -4.30 -2.07  -0.60
C28 4.62 -4.47 -2.93  -0.70
C29 5.82 -3.83 -2.68  -0.74
C30 5.94 -3.01 -1.56  -1.04
C31 4.86 -2.83 -0.72  0.45
C32 2.56 -3.00 1.91  0.65
C33 3.80 -3.42 2.39  -0.18
C34 4.19 -3.22 3.71  -0.76
C35 3.32 -2.60 4.60  -0.46
C36 2.06 -2.21 4.15  -0.89
C37 1.69 -2.41 2.83  -0.21
C38 0.88 -4.55 -0.19  0.04
C39 1.07 -5.82 0.37  -0.12
C40 0.19 -6.86 0.12  -0.77
C41 -0.91 -6.64 -0.70  -0.40
C42 -1.13 -5.39 -1.26  -0.68
C43 -0.24 -4.35 -1.00  -0.21
H21 2.62 -4.82 -2.28  0.36
H22 4.53 -5.12 -3.80  0.42
H23 6.67 -3.96 -3.34  0.40
H24 6.88 -2.51 -1.36  0.59
H25 4.97 -2.19 0.15  0.72
H26 4.49 -3.92 1.72  0.52
H27 5.16 -3.56 4.04  0.42
H28 3.61 -2.44 5.63  0.40
H29 1.36 -1.76 4.84  0.50
H30 0.68 -2.13 2.56  0.33
H31 1.92 -5.99 1.02  0.38
H32 0.35 -7.83 0.57  0.39
H33 -1.61 -7.45 -0.90  0.37
H34 -1.99 -5.22 -1.89  0.42
H35 -0.41 -3.37 -1.42  0.35
O2 7.98 -0.57 -2.51  -0.53
C44 8.12 0.59 -1.74  -0.50
N1 7.27 0.61 -0.57  -0.14
C45 5.92 0.69 -0.77  0.17
O3 5.45 0.76 -1.89  -0.70
C46 5.06 0.66 0.44  -0.01
C47 5.47 1.05 1.71  -0.05
C48 4.57 1.02 2.75  -1.19
C49 3.27 0.62 2.50  -0.84
N2 2.87 0.23 1.29  1.22
C50 3.74 0.26 0.28  -0.81
H36 7.09 -0.53 -2.90  0.36
H37 7.89 1.48 -2.33  0.30
H38 9.16 0.63 -1.41  0.37
H39 7.62 0.24 0.30  0.29
H40 6.48 1.40 1.88  0.59
H41 4.85 1.32 3.75  0.48
H42 2.52 0.60 3.28  0.54
H43 3.38 -0.06 -0.69  0.58

- spin multiplicity = 6
- <S²> = 8.767
- E_HOMO (alpha / beta) (eV) = -7.109 / -7.882


--- b ---
C50H43N2O3P2RuS2Si | the ωB97M-V functional and the def2-TZVPD basis

Each line ends with the Mulliken charge.
Atoms and positions in Å:
Ru1 0.49 -0.12 0.24  1.37
S1 1.15 3.18 0.76  -0.57
P1 -0.76 2.69 0.55  1.64
C1 -1.03 1.07 1.19  -0.54
P2 -2.36 0.00 0.81  2.00
S2 -1.74 -1.88 1.01  -0.43
C2 -3.81 0.17 1.90  0.00
C3 -4.92 -0.63 1.64  -0.53
C4 -6.02 -0.57 2.47  -0.73
C5 -6.01 0.27 3.57  -0.51
C6 -4.89 1.04 3.85  -0.72
C7 -3.78 0.99 3.02  -0.34
C8 -3.08 0.16 -0.86  0.92
C9 -2.49 -0.56 -1.90  -0.83
C10 -3.08 -0.54 -3.16  -0.82
C11 -4.23 0.21 -3.38  -0.61
C12 -4.79 0.94 -2.35  -0.86
C13 -4.23 0.91 -1.09  -0.01
C14 -1.11 2.94 -1.23  0.72
C15 -0.28 2.31 -2.14  -0.02
C16 -0.35 2.62 -3.49  -0.95
C17 -1.28 3.55 -3.93  -0.56
C18 -2.13 4.17 -3.03  -0.80
C19 -2.04 3.88 -1.67  -0.24
C20 -1.78 3.93 1.44  -0.36
C21 -1.16 4.97 2.12  -0.72
C22 -1.93 5.84 2.89  -0.65
C23 -3.30 5.67 2.97  -0.61
C24 -3.92 4.65 2.27  -0.81
C25 -3.16 3.78 1.51  -0.13
H1 -4.90 -1.30 0.78  0.41
H2 -6.89 -1.19 2.27  0.41
H3 -6.88 0.33 4.22  0.39
H4 -4.88 1.68 4.73  0.44
H5 -2.90 1.58 3.23  0.52
H6 -1.61 -1.16 -1.72  0.32
H7 -2.64 -1.12 -3.97  0.48
H8 -4.69 0.20 -4.36  0.39
H9 -5.69 1.52 -2.53  0.45
H10 -4.69 1.46 -0.28  0.26
H11 0.48 1.62 -1.80  -0.13
H12 0.32 2.15 -4.19  0.47
H13 -1.34 3.80 -4.98  0.39
H14 -2.85 4.89 -3.38  0.43
H15 -2.67 4.40 -0.96  0.40
H16 -0.09 5.10 2.05  0.38
H17 -1.44 6.65 3.42  0.41
H18 -3.89 6.34 3.58  0.39
H19 -4.99 4.52 2.33  0.47
H20 -3.64 2.97 0.96  0.56
O1 1.21 -1.78 -1.02  -1.70
Si1 2.01 -2.98 -0.37  0.46
C26 3.58 -3.50 -1.31  0.32
C27 3.57 -4.62 -2.14  -0.27
C28 4.73 -5.05 -2.77  -0.65
C29 5.92 -4.36 -2.59  -0.74
C30 5.94 -3.24 -1.78  -0.96
C31 4.78 -2.82 -1.15  0.23
C32 2.52 -2.59 1.44  1.09
C33 3.71 -2.99 2.06  -0.12
C34 3.93 -2.77 3.41  -0.70
C35 2.96 -2.15 4.19  -0.67
C36 1.77 -1.74 3.60  -0.73
C37 1.58 -1.96 2.24  0.07
C38 1.08 -4.62 -0.07  0.07
C39 1.78 -5.69 0.48  -0.19
C40 1.13 -6.87 0.82  -0.72
C41 -0.24 -6.99 0.63  -0.49
C42 -0.95 -5.93 0.07  -0.67
C43 -0.29 -4.76 -0.28  -0.30
H21 2.64 -5.17 -2.29  0.42
H22 4.71 -5.94 -3.40  0.40
H23 6.82 -4.70 -3.09  0.41
H24 6.87 -2.69 -1.65  0.62
H25 4.82 -1.94 -0.52  0.58
H26 4.47 -3.49 1.47  0.46
H27 4.85 -3.09 3.87  0.44
H28 3.12 -1.99 5.25  0.38
H29 1.00 -1.26 4.19  0.52
H30 0.61 -1.68 1.80  -0.63
H31 2.85 -5.61 0.64  0.35
H32 1.69 -7.69 1.25  0.41
H33 -0.75 -7.90 0.91  0.37
H34 -2.02 -6.02 -0.09  0.42
H35 -0.85 -3.94 -0.71  0.50
O2 8.17 -1.06 -2.47  -0.52
C44 8.40 -0.05 -1.54  -0.56
N1 7.35 0.05 -0.53  -0.11
C45 6.09 0.37 -0.95  0.38
O3 5.84 0.56 -2.13  -0.70
C46 5.04 0.49 0.10  0.21
C47 5.31 0.76 1.43  -0.29
C48 4.26 0.93 2.31  -1.48
C49 2.97 0.85 1.82  -0.48
N2 2.70 0.57 0.54  0.97
C50 3.71 0.40 -0.30  -0.80
H36 7.38 -0.82 -2.96  0.36
H37 8.47 0.93 -2.02  0.32
H38 9.34 -0.27 -1.04  0.36
H39 7.48 -0.40 0.35  0.30
H40 6.33 0.86 1.79  0.58
H41 4.43 1.14 3.36  0.45
H42 2.12 1.05 2.46  0.53
H43 3.48 0.18 -1.33  0.37

- spin multiplicity = 6
- <S²> = 8.770
- E_HOMO (alpha / beta) (eV) = -7.659 / -8.224


Bottom line: a, by a margin of 1.211 eV.


--- a ---
CH3Cl3Si | the ωB97M-V functional and the def2-TZVPD basis

Each line ends with the natural charge from an NBO analysis.
Atoms and positions in Å:
C1 -1.06 0.00 0.00  -1.11
Si1 0.84 0.00 0.00  1.40
Cl1 1.53 -1.83 0.51  -0.35
Cl2 1.53 0.47 -1.84  -0.35
Cl3 1.53 1.36 1.33  -0.35
H1 -1.46 0.98 -0.27  0.25
H2 -1.46 -0.72 -0.71  0.25
H3 -1.46 -0.25 0.98  0.25

- SMILES = C[Si](Cl)(Cl)Cl
- E_HOMO (eV) = -11.470


--- b ---
CH3Cl3Si | the ωB97M-V functional and the def2-TZVPD basis

Each line ends with the natural charge from an NBO analysis.
Atoms and positions in Å:
C1 1.07 -0.38 -1.49  -0.74
Si1 1.57 0.83 -0.03  0.87
Cl1 2.18 -0.03 -2.89  -0.05
Cl2 -0.66 -0.11 -1.95  -0.06
Cl3 -3.15 1.38 2.02  -0.28
H1 1.11 -1.55 -1.56  0.26
H2 -4.30 0.90 1.61  0.28
H3 2.85 -0.10 0.36  -0.28

- E_HOMO (eV) = -9.507


Bottom line: a, by a margin of 7.292 eV.